Computed, not measured: a 8-piece molecular cluster, C45H83ClFN3O27PS3 overall at a distorted geometry, with ωB97M-V/def2-TZVPD.

Its total energy is -164776.667 eV. As for the charge: +1.

CARTESIAN COORDINATES (ANGSTROEM)
C (1.5355, 1.0532, 1.1183)
C (1.4356, 0.0940, 0.0267)
C (0.2864, 0.2743, -1.1398)
C (0.7966, 1.6909, -1.8131)
C (0.0325, 2.9858, -1.2253)
C (-1.3525, 3.3375, -1.9623)
C (-2.4658, 4.0030, -1.0031)
O (-3.3467, 4.7711, -1.9049)
O (-0.8691, 0.6052, -0.3837)
C (-2.1583, 0.0803, -0.7026)
C (-2.7369, -0.5075, 0.6846)
C (-2.0806, 0.0448, 2.0127)
C (-2.5598, -0.4594, 3.4244)
C (-3.6957, -1.5078, 3.5907)
C (-4.3762, -2.0157, 2.2955)
C (-3.8785, -1.5061, 0.9209)
C (-2.3507, -0.7987, -2.0152)
N (-2.7337, -2.1872, -1.8961)
C (-3.5346, -0.0719, -2.8881)
C (-5.0095, -0.2803, -2.2903)
C (-5.8720, -1.4389, -3.0576)
C (-7.4627, -1.1436, -2.8727)
S (-8.0086, -1.3477, -1.1006)
O (-7.1040, -2.3174, -0.3651)
O (-9.4373, -1.8429, -1.1213)
Cl (-8.0278, 0.5475, -0.1817)
N (-1.0743, -0.8541, -2.9162)
F (-1.1599, 0.3151, -3.6765)
S (-1.2514, -2.0578, -4.2355)
C (0.2195, -0.9723, -2.1469)
C (1.3915, -1.0144, -3.2826)
C (2.8543, -0.5568, -2.8622)
C (3.9336, -1.2378, -3.8871)
C (5.3713, -1.4341, -3.1531)
N (6.2051, -0.1926, -3.1665)
P (0.4820, -2.6178, -1.2224)
O (-0.1652, -4.0062, -2.0304)
O (2.1643, -3.0418, -1.0735)
S (-0.2105, -2.7558, 0.5710)
H (1.8326, 2.1222, 0.8043)
H (1.3606, 0.7880, 2.2114)
H (2.1881, -0.7575, 0.0442)
H (0.7482, 1.6957, -2.9539)
H (1.9150, 1.8888, -1.5783)
H (0.7410, 3.8758, -1.4588)
H (-0.0375, 2.9909, -0.0708)
H (-1.1178, 4.1440, -2.7603)
H (-1.7458, 2.4363, -2.5409)
H (-2.0358, 4.7644, -0.2706)
H (-3.1356, 3.2056, -0.5206)
H (-3.4786, 5.6763, -1.5544)
H (-2.8170, 1.0313, -0.8466)
H (-1.2508, 0.8185, 2.0452)
H (-2.0702, -0.0715, 4.3869)
H (-4.0507, -1.9157, 4.5910)
H (-5.2487, -2.7685, 2.3198)
H (-4.4064, -1.9522, -0.0014)
H (-2.5167, -2.6875, -1.0397)
H (-3.5054, -2.5295, -2.4561)
H (-3.3990, 1.0789, -2.9088)
H (-3.5766, -0.4206, -3.9727)
H (-5.0802, -0.3485, -1.1562)
H (-5.6016, 0.6844, -2.5580)
H (-5.6518, -2.4083, -2.4660)
H (-5.6120, -1.5128, -4.1656)
H (-7.6665, -0.0607, -3.2248)
H (-8.0935, -1.8736, -3.5042)
H (-1.8796, -1.4245, -5.3110)
H (1.5068, -2.1318, -3.5791)
H (1.1345, -0.4722, -4.2511)
H (3.2096, -0.8272, -1.8187)
H (3.0159, 0.5816, -2.9950)
H (4.1063, -0.5273, -4.7698)
H (3.5547, -2.2646, -4.2676)
H (5.2481, -1.7997, -2.0612)
H (5.9680, -2.2498, -3.6913)
H (6.9254, -0.2517, -2.4298)
H (5.6201, 0.6468, -3.0567)
H (0.5020, -4.2473, -2.7201)
H (2.3583, -3.8403, -1.6146)
C (2.7935, 0.8964, 6.1941)
O (1.9612, 1.7002, 7.0294)
C (0.7394, 1.9376, 6.5262)
O (0.3165, 1.5378, 5.4667)
O (0.0669, 2.6983, 7.4049)
C (-1.2588, 3.0290, 6.9938)
H (3.7516, 0.7700, 6.6989)
H (2.3506, -0.0904, 6.0437)
H (2.9709, 1.3914, 5.2361)
H (-1.8622, 2.1259, 6.8756)
H (-1.2421, 3.6071, 6.0671)
H (-1.7082, 3.6433, 7.7746)
C (-7.7371, -5.5040, -3.5059)
O (-6.6502, -5.3106, -4.4132)
C (-6.7443, -6.0265, -5.5479)
O (-7.6378, -6.7817, -5.8366)
O (-5.6663, -5.7518, -6.3046)
C (-5.6339, -6.4482, -7.5502)
H (-7.5565, -4.8797, -2.6293)
H (-8.6798, -5.1935, -3.9620)
H (-7.7893, -6.5455, -3.1821)
H (-6.4933, -6.1757, -8.1667)
H (-5.6018, -7.5277, -7.3875)
H (-4.7249, -6.1513, -8.0749)
C (-4.9379, 4.5655, 3.8141)
O (-4.0097, 5.1782, 4.7073)
C (-3.7217, 6.4578, 4.4123)
O (-4.1723, 7.0912, 3.4890)
O (-2.8441, 6.9076, 5.3250)
C (-2.4451, 8.2645, 5.1349)
H (-5.0944, 3.5391, 4.1483)
H (-5.8975, 5.0868, 3.8380)
H (-4.5365, 4.5407, 2.7983)
H (-3.3050, 8.9335, 5.2114)
H (-1.9441, 8.3876, 4.1720)
H (-1.7389, 8.5184, 5.9261)
C (10.3809, -1.2252, -4.5590)
O (11.2520, -0.0967, -4.5783)
C (11.3492, 0.5434, -3.4006)
O (10.7772, 0.2422, -2.3803)
O (12.1934, 1.5763, -3.5569)
C (12.3943, 2.3528, -2.3765)
H (10.3782, -1.6638, -5.5575)
H (10.7404, -1.9776, -3.8532)
H (9.3607, -0.9204, -4.3132)
H (12.8336, 1.7428, -1.5839)
H (11.4547, 2.8000, -2.0448)
H (13.0910, 3.1561, -2.6185)
C (2.7682, -4.7061, 8.4467)
O (3.6994, -4.0970, 9.3390)
C (3.9881, -2.8182, 9.0461)
O (3.5354, -2.1815, 8.1249)
O (4.8683, -2.3712, 9.9571)
C (5.2682, -1.0150, 9.7687)
H (2.6110, -5.7329, 8.7788)
H (1.8095, -4.1833, 8.4742)
H (3.1670, -4.7290, 7.4299)
H (4.4090, -0.3450, 9.8489)
H (5.7669, -0.8906, 8.8047)
H (5.9767, -0.7635, 10.5586)
C (13.4243, 6.2130, -3.9692)
O (12.4402, 6.1845, -2.9361)
C (12.2233, 7.3736, -2.3475)
O (12.7762, 8.4104, -2.6198)
O (11.2823, 7.2048, -1.4024)
C (10.9491, 8.3951, -0.6901)
H (13.5155, 5.2029, -4.3710)
H (13.1154, 6.8795, -4.7775)
H (14.3948, 6.5146, -3.5690)
H (10.5418, 9.1487, -1.3679)
H (11.8211, 8.7837, -0.1594)
H (10.1834, 8.1413, 0.0439)
C (-9.8056, -8.1732, 1.0723)
O (-9.4585, -6.9317, 1.6832)
C (-9.6493, -5.8578, 0.8971)
O (-10.0729, -5.8732, -0.2343)
O (-9.2863, -4.7660, 1.5888)
C (-9.4381, -3.5400, 0.8700)
H (-9.6115, -8.9664, 1.7953)
H (-10.8668, -8.1926, 0.8146)
H (-9.1898, -8.3533, 0.1881)
H (-10.4862, -3.3786, 0.6089)
H (-8.8180, -3.5331, -0.0192)
H (-9.1179, -2.7265, 1.5225)

Löwdin population analysis, charges in e, atoms 1 to 6: number 1, C, carries 0.04; number 2, C, carries -0.09; number 3, C, carries -0.34; number 4, C, carries -0.11; number 5, C, carries -0.18; number 6, C, carries -0.16

---

Computed, not measured: a 11-piece molecular cluster, C45H86Cl2F4N15O8S4 overall at a distorted geometry, with ωB97M-V/def2-TZVPD.

Its total energy is -166015.764 eV. As for the charge: +3.

CARTESIAN COORDINATES (ANGSTROEM)
C (23.9732, -13.6164, 11.0703)
C (24.6460, -12.3450, 11.4677)
C (24.6494, -12.2800, 13.0267)
C (25.3895, -10.9973, 13.5388)
N (25.5503, -10.8445, 15.1295)
C (26.4852, -11.9427, 15.6848)
C (27.0638, -11.5998, 17.0148)
C (26.9565, -10.0898, 16.9663)
C (26.3814, -9.6132, 15.6106)
C (24.2415, -10.8703, 15.9193)
H (24.4368, -14.4494, 11.5987)
H (24.0607, -13.8836, 10.0172)
H (22.9444, -13.3828, 11.3444)
H (24.2105, -11.4772, 10.9723)
H (25.6841, -12.4051, 11.1408)
H (25.1022, -13.1233, 13.5481)
H (23.6357, -12.2217, 13.4231)
H (24.8456, -10.0767, 13.3272)
H (26.3776, -10.7825, 13.1318)
H (26.1306, -12.9542, 15.4867)
H (27.3688, -11.8328, 15.0560)
H (26.5165, -12.1342, 17.7914)
H (28.0631, -11.9657, 17.2504)
H (26.4539, -9.5000, 17.7329)
H (27.9165, -9.6293, 17.1996)
H (25.7508, -8.7359, 15.7552)
H (27.1425, -9.2896, 14.9006)
H (24.5008, -11.0921, 16.9546)
H (23.5619, -11.5583, 15.4165)
H (23.8892, -9.8388, 15.9295)
C (22.2481, -20.9062, 10.1920)
C (20.8393, -20.5768, 10.6412)
N (20.6558, -20.7006, 11.9870)
C (20.1188, -21.8340, 12.6251)
C (20.5743, -21.7815, 13.9366)
N (21.3566, -20.6297, 14.0429)
C (21.3810, -19.8996, 12.8662)
C (22.2083, -20.2628, 15.2167)
H (22.2763, -21.9920, 10.2827)
H (23.0264, -20.2765, 10.6232)
H (22.4361, -20.8406, 9.1204)
H (20.0819, -21.0945, 10.0526)
H (20.6948, -19.5221, 10.4072)
H (19.5693, -22.5387, 12.0188)
H (20.5030, -22.5366, 14.7054)
H (21.9425, -18.9897, 12.7141)
H (22.7746, -21.1272, 15.5633)
H (21.6526, -19.9649, 16.1058)
H (22.9445, -19.5189, 14.9123)
C (17.0933, -19.4165, 5.5599)
C (18.5802, -19.1511, 5.3743)
N (18.9622, -18.2430, 6.4161)
C (19.0165, -18.5213, 7.7638)
C (19.4700, -17.4742, 8.4679)
N (19.5868, -16.4416, 7.5321)
C (19.2326, -16.9238, 6.3207)
C (19.9399, -15.0740, 7.8776)
H (16.9582, -19.7153, 6.5994)
H (16.7353, -20.2289, 4.9274)
H (16.4403, -18.5846, 5.2961)
H (18.7508, -18.6913, 4.4009)
H (19.1376, -20.0878, 5.3722)
H (18.9452, -19.5354, 8.1282)
H (19.8593, -17.2719, 9.4547)
H (19.4209, -16.4228, 5.3827)
H (19.4073, -14.7706, 8.7789)
H (19.6275, -14.4212, 7.0625)
H (21.0129, -14.9342, 8.0091)
C (19.5038, -11.3609, 16.7789)
C (20.2509, -12.6243, 17.2137)
N (20.8801, -13.3721, 16.1241)
C (20.5037, -13.4995, 14.8148)
C (21.4771, -14.1219, 14.0529)
N (22.3125, -14.7128, 14.9681)
C (22.0665, -14.0274, 16.1900)
C (23.5022, -15.5025, 14.6732)
H (20.1018, -10.6274, 16.2381)
H (19.1314, -10.8456, 17.6642)
H (18.7769, -11.7297, 16.0553)
H (19.7215, -13.2621, 17.9216)
H (21.1148, -12.3737, 17.8294)
H (19.6244, -12.9958, 14.4414)
H (21.5823, -14.3625, 13.0053)
H (22.6870, -14.0247, 17.0740)
H (23.2204, -16.5552, 14.6481)
H (24.3218, -15.4038, 15.3850)
H (23.8404, -15.2579, 13.6663)
C (19.0140, -17.7019, 14.1974)
C (18.2698, -16.3897, 14.1866)
N (17.7782, -15.9799, 15.5006)
C (16.8468, -14.9653, 15.6978)
C (16.6078, -14.9210, 17.1066)
N (17.5993, -15.6237, 17.7871)
C (18.2939, -16.2799, 16.7480)
C (17.7158, -16.0574, 19.2029)
H (18.4229, -18.6107, 14.3111)
H (19.8739, -17.7189, 14.8669)
H (19.3554, -17.7328, 13.1627)
H (17.4523, -16.5609, 13.4863)
H (18.9156, -15.5582, 13.9047)
H (16.3212, -14.5203, 14.8658)
H (15.7962, -14.4504, 17.6415)
H (19.0705, -17.0295, 16.7881)
H (16.7014, -16.0823, 19.6011)
H (18.3511, -15.3963, 19.7922)
H (18.1098, -17.0737, 19.2040)
C (25.9520, -17.5329, 8.5304)
C (24.8017, -16.5441, 8.6118)
N (24.0944, -16.4660, 7.3220)
C (22.9852, -17.2241, 6.9519)
C (22.6976, -16.8917, 5.6477)
N (23.7521, -16.0772, 5.1435)
C (24.6196, -15.8918, 6.2037)
C (23.8561, -15.5657, 3.7763)
H (25.4569, -18.4761, 8.7616)
H (26.7071, -17.2395, 9.2595)
H (26.3376, -17.4774, 7.5124)
H (25.0675, -15.6135, 9.1132)
H (24.0818, -16.9232, 9.3371)
H (22.6097, -17.8863, 7.7180)
H (21.9638, -17.3752, 5.0199)
H (25.5074, -15.2768, 6.2004)
H (23.6690, -16.4744, 3.2041)
H (24.9054, -15.2878, 3.6770)
H (23.2383, -14.6788, 3.6354)
C (16.7983, -7.7182, 10.3145)
C (17.5244, -8.0346, 8.9986)
N (18.2109, -9.3516, 9.0719)
C (17.8388, -10.5272, 8.4923)
C (18.5910, -11.5824, 9.1100)
N (19.6232, -10.9740, 9.7836)
C (19.2863, -9.6439, 9.9049)
C (20.7382, -11.4442, 10.5843)
H (17.3949, -7.6616, 11.2250)
H (16.2604, -8.6503, 10.4873)
H (16.1938, -6.8153, 10.4006)
H (18.2105, -7.2280, 8.7405)
H (16.8446, -8.0806, 8.1478)
H (16.9281, -10.6387, 7.9226)
H (18.3095, -12.6246, 9.1412)
H (19.7167, -8.9125, 10.5729)
H (20.3390, -12.2576, 11.1902)
H (21.0390, -10.8067, 11.4157)
H (21.5475, -11.9015, 10.0151)
Cl (17.8729, -13.4913, 11.9880)
Cl (21.6756, -16.3642, 11.1281)
N (22.2218, -11.1764, 6.1790)
S (23.0212, -12.6365, 6.4963)
O (22.9124, -13.2340, 7.8007)
O (24.1520, -12.9634, 5.6322)
F (21.8939, -13.6051, 5.8950)
S (23.3007, -10.3552, 6.7835)
O (24.4451, -10.0177, 5.9522)
O (23.5236, -10.5052, 8.2399)
F (22.5693, -8.8762, 6.8176)
N (24.9771, -21.2279, 14.0305)
S (25.6636, -20.1007, 12.9359)
O (25.2634, -20.1651, 11.5171)
O (26.9986, -19.7282, 13.2342)
F (24.8760, -18.7659, 13.3622)
S (25.2104, -22.4205, 13.2171)
O (26.6068, -22.8017, 13.1056)
O (24.2400, -22.8038, 12.1363)
F (24.7153, -23.4580, 14.2606)

Löwdin population analysis, charges in e, atoms 1 to 6: number 1, C, carries -0.14; number 2, C, carries -0.23; number 3, C, carries -0.16; number 4, C, carries -0.05; number 5, N, carries -0.21; number 6, C, carries -0.13